(1)
2 unconnected molecules or ions with the total composition C7H12N3O4 in a non-equilibrium geometry. Source: OMol25; level of theory: ωB97M-V/def2-TZVPD.

```
26
Properties=species:S:1:pos:R:3
C -0.411 0.770 2.563
C 1.583 2.254 2.000
C 1.536 1.371 -2.456
C -1.031 0.181 1.533
C -0.106 -0.283 -1.635
C -2.062 -0.853 1.689
C 1.248 0.401 -1.295
N 0.686 1.523 2.406
N -1.147 0.116 -2.263
N -0.252 -1.539 -1.040
O 2.492 2.913 1.758
O 0.769 2.148 -2.933
O -1.496 -2.160 1.198
O 2.221 -0.562 -1.118
H -0.733 0.530 3.544
H 2.522 1.207 -2.829
H -0.663 0.419 0.551
H -3.032 -0.722 1.047
H -2.267 -1.035 2.687
H 1.098 0.941 -0.397
H -1.028 1.085 -2.658
H -0.665 -2.106 -1.795
H -0.919 -1.693 -0.110
H 0.658 -1.871 -0.840
H -2.114 -2.961 1.264
H 3.112 -0.073 -0.870
```

Computed properties:
Charge: +1
E_HOMO in eV: -12.90
Energy above the lowest of the compared OMol25 structures with the same formula, charge and spin in kcal per mole: 0.0
E_LUMO in eV: -3.332
Molar mass in g/mol: 202.19



(2)
2 unconnected molecules or ions with the total composition C7H12N3S in a non-equilibrium geometry. Source: OMol25; level of theory: ωB97M-V/def2-TZVPD.

```
23
Properties=species:S:1:pos:R:3
C -0.878 -2.160 1.813
C 0.327 -2.226 2.637
C -0.894 -1.331 0.546
C 1.163 -1.172 2.587
C 0.504 -0.679 0.288
C 0.784 0.037 1.768
C -1.684 -0.840 1.705
N 0.720 0.228 -0.742
N -0.265 0.764 -1.309
N 0.441 2.430 -3.159
S -0.900 0.639 2.260
H -1.567 -3.057 1.888
H 0.542 -3.035 3.414
H -1.273 -1.806 -0.344
H 2.067 -1.181 3.222
H 1.270 -1.365 0.134
H 1.507 0.815 1.801
H -2.729 -0.912 1.787
H -0.041 1.679 -2.109
H -1.170 0.356 -1.250
H -0.274 2.502 -3.970
H 1.095 1.655 -3.352
H 0.826 3.306 -3.127
```

Computed properties:
Charge: +1
E_HOMO in eV: -12.05
Energy above the lowest of the compared OMol25 structures with the same formula, charge and spin in kcal per mole: 75.0
E_LUMO in eV: -4.625
Molar mass in g/mol: 170.26



(3)
C7H12N4 in the gas phase in a non-equilibrium geometry. Source: OMol25; level of theory: ωB97M-V/def2-TZVPD.

```
23
Properties=species:S:1:pos:R:3
C -0.416 2.030 -0.252
C 0.842 1.345 -0.128
C 1.101 0.055 0.107
C -1.853 0.250 -0.164
C 2.087 2.173 -0.466
C -3.345 -0.121 -0.142
C 2.366 -2.080 0.388
N -1.632 1.591 -0.340
N 1.683 -0.895 0.506
N -0.914 -0.577 0.079
N -1.063 -1.871 0.349
H -0.309 3.048 -0.423
H 1.882 2.948 -1.218
H 2.687 1.347 -0.818
H 2.528 2.775 0.397
H -3.508 -1.274 -0.210
H -3.747 0.497 -0.842
H -3.941 0.232 0.764
H 2.529 -2.527 1.388
H 3.321 -1.843 -0.068
H 1.985 -2.732 -0.495
H -1.946 -2.219 0.615
H -0.338 -2.152 0.973
```

Computed properties:
E_HOMO in eV: -7.45
Energy above the lowest of the compared OMol25 structures with the same formula, charge and spin in kcal per mole: 79.5
E_LUMO in eV: 0.725
SMILES string: CN=C=C(C)/C=N\C(C)=N\N
Molar mass in g/mol: 152.20



(4)
C7H12N4 in the gas phase in a non-equilibrium geometry. Source: OMol25; level of theory: ωB97M-V/def2-TZVPD.

```
23
Properties=species:S:1:pos:R:3
C 1.723 -2.288 2.047
C 0.290 -1.715 1.931
C -0.442 -1.896 3.187
C -0.205 -1.032 0.941
C 0.297 -1.147 -0.452
C -0.842 0.712 -1.510
C 0.346 2.811 -1.513
H 1.643 -3.387 2.351
H 2.271 -2.261 1.122
H 2.182 -1.768 2.886
H -1.456 -1.592 3.297
H -0.373 -2.967 3.444
H 0.162 -1.528 4.060
H -1.279 -0.730 1.117
H 1.285 -1.497 -0.482
H -0.406 -1.767 -1.139
H 0.941 0.863 -0.840
H -2.203 -0.739 -1.488
H -1.704 2.674 -1.683
N 0.348 0.164 -1.155
N -2.000 0.266 -1.715
N -0.804 2.138 -1.505
N 1.303 3.436 -1.400
```

Computed properties:
E_HOMO in eV: -9.33
Energy above the lowest of the compared OMol25 structures with the same formula, charge and spin in kcal per mole: 21.8
E_LUMO in eV: 0.678
SMILES string: [H]/N=C(/NC#N)NCC=C(C)C
Molar mass in g/mol: 152.20



Repeat the second record exactly.
2 unconnected molecules or ions with the total composition C7H12N3S in a non-equilibrium geometry. Source: OMol25; level of theory: ωB97M-V/def2-TZVPD.

```
23
Properties=species:S:1:pos:R:3
C -0.878 -2.160 1.813
C 0.327 -2.226 2.637
C -0.894 -1.331 0.546
C 1.163 -1.172 2.587
C 0.504 -0.679 0.288
C 0.784 0.037 1.768
C -1.684 -0.840 1.705
N 0.720 0.228 -0.742
N -0.265 0.764 -1.309
N 0.441 2.430 -3.159
S -0.900 0.639 2.260
H -1.567 -3.057 1.888
H 0.542 -3.035 3.414
H -1.273 -1.806 -0.344
H 2.067 -1.181 3.222
H 1.270 -1.365 0.134
H 1.507 0.815 1.801
H -2.729 -0.912 1.787
H -0.041 1.679 -2.109
H -1.170 0.356 -1.250
H -0.274 2.502 -3.970
H 1.095 1.655 -3.352
H 0.826 3.306 -3.127
```

Computed properties:
Charge: +1
E_HOMO in eV: -12.05
Energy above the lowest of the compared OMol25 structures with the same formula, charge and spin in kcal per mole: 75.0
E_LUMO in eV: -4.625
Molar mass in g/mol: 170.26